Computed, not measured: an isolated molecule of C5H13NOS in a non-equilibrium geometry, with ωB97M-V/def2-TZVPD.

Output
Kohn-Sham gap = 8.21 eV
SMILES string = CN[S@@](C)(=O)=C(C)C
E_HOMO = -7.45 eV
energy relative to the best compared isomer or geometry (same formula, charge and spin) = 112.60 kcal per mole

Last columns: bonded neighbours and bond lengths (Å).
Positions of all 21 atoms, in Å:
1 H 2.1288 -0.2072 1.3301  C6 1.093
2 H 1.3155 -0.5163 -1.9366  C19 1.040
3 S -0.8859 -0.0033 -0.2286  C7 1.808, C9 1.712, N10 1.727, O12 1.426
4 H -0.8003 -2.6142 1.1413  C16 1.175
5 H 0.5925 -2.1546 2.2633  C16 1.041
6 C 1.1796 0.3003 1.5214  H1 1.093, C9 1.519, H15 1.135, H21 1.122
7 C -1.4070 1.6456 0.2982  S3 1.808, H8 1.156, H14 1.035, H17 1.201
8 H -2.4114 1.7161 -0.2701  C7 1.156
9 C -0.0094 -0.5617 1.1320  S3 1.712, C6 1.519, C16 1.503
10 N -0.5617 0.4045 -1.8749  S3 1.727, C19 1.428, H20 0.975
11 H 0.7924 0.4046 -3.3597  C19 1.034
12 O -2.0218 -0.8592 -0.3346  S3 1.426
13 H 0.8505 -2.5199 0.6577  C16 1.027
14 H -1.5295 1.6109 1.3253  C7 1.035
15 H 1.0878 1.3581 1.1194  C6 1.135
16 C 0.2117 -2.0383 1.3009  H4 1.175, H5 1.041, C9 1.503, H13 1.027
17 H -0.5094 2.3523 -0.0729  C7 1.201
18 H 1.2373 1.1334 -1.9132  C19 1.049
19 C 0.7854 0.2853 -2.3330  H2 1.040, N10 1.428, H11 1.034, H18 1.049
20 H -1.1636 -0.1545 -2.4010  N10 0.975
21 H 1.1184 0.4183 2.6352  C6 1.122

Atomic partial charges in e from the Mulliken method, atoms 1 to 5: 0.279 0.324 0.838 0.282 0.449